No. 1
Here is 2 unconnected molecules or ions with the total composition C26H30N5O3 from the Open Molecules 2025 dataset. Energies are from ωB97M-V with the def2-TZVPD basis set.

Geometry as XYZ:
```
64
Properties=species:S:1:pos:R:3
C -2.3181 4.6391 0.1115
N -2.0594 3.2321 0.2890
C -3.0596 2.3465 0.5663
O -4.2406 2.6367 0.7421
C -2.4243 0.9567 0.6430
C -2.9463 0.0069 -0.4403
C -4.4334 -0.2588 -0.3132
C -5.3036 0.0923 -1.3524
C -6.6842 -0.0581 -1.1904
C -7.1833 -0.6170 -0.0033
C -6.3113 -0.9955 1.0289
C -4.9320 -0.8221 0.8667
N -0.9900 1.2564 0.5103
C -0.0782 0.2611 0.5271
C 1.2854 0.4751 0.3638
C 2.2864 -0.4868 0.2920
C 3.6747 -0.1277 0.2373
C 4.6914 -1.1291 0.3547
C 6.0387 -0.8184 0.2648
C 6.4445 0.5219 0.0502
N 7.8182 0.8573 -0.1047
O 8.1105 2.0599 -0.3143
O 8.6754 -0.0531 -0.0310
C 5.4763 1.5420 -0.0429
C 4.1297 1.2305 0.0663
C -0.7089 2.6909 0.2689
C -0.0655 2.9720 -1.0968
C 0.1302 3.3634 1.3712
H -3.3919 4.8167 0.1609
H -1.8182 5.2240 0.8905
H -1.9414 4.9663 -0.8625
H -2.6447 0.5264 1.6409
H -2.7218 0.4419 -1.4282
H -2.3820 -0.9348 -0.3513
H -4.8839 0.5225 -2.2665
H -7.3613 0.2576 -1.9908
H -8.2589 -0.7481 0.1238
H -6.6916 -1.4295 1.9590
H -4.2301 -1.0957 1.6603
H -0.4816 -0.7419 0.7072
H 1.5887 1.5172 0.2845
H 2.0277 -1.5519 0.2663
H 4.3733 -2.1601 0.5378
H 6.8068 -1.5847 0.3494
H 5.8116 2.5654 -0.2040
H 3.4197 2.0614 0.0229
H -0.7252 2.6335 -1.9070
H 0.0988 4.0535 -1.1851
H 0.8990 2.4700 -1.1945
H -0.3902 3.3087 2.3374
H 1.1131 2.8968 1.4718
H 0.2775 4.4171 1.0977
C 0.1819 -4.7198 0.9652
C 1.1881 -4.5700 -0.1056
N 2.0370 -3.6005 -0.4322
C 2.7621 -4.0719 -1.5293
C 2.3103 -5.3289 -1.8704
N 1.3216 -5.6198 -0.9626
H 0.1983 -3.8618 1.6409
H -0.8173 -4.8151 0.5116
H 0.3967 -5.6374 1.5369
H 3.5565 -3.5108 -1.9978
H 2.5944 -6.0128 -2.6492
H 0.7545 -6.4579 -0.8927
```

Its energy relative to the best compared isomer or geometry (same formula, charge and spin) is 15.4 kJ/mol. Its net charge is +1. The calculation puts the lowest unoccupied orbital energy at -0.18972 Eh.


No. 2
Here is a molecular structure, C26H31AsBrN5O4RbS from the Open Molecules 2025 dataset. Energies are from ωB97M-V with the def2-TZVPD basis set.

Geometry as XYZ:
```
70
Properties=species:S:1:pos:R:3
Rb 0.4310 0.3172 -0.2253
O 3.3131 -2.4560 -2.9779
C 2.7898 -3.5688 -3.3701
C 3.5130 -4.5127 -4.1467
C 2.9466 -5.6954 -4.5712
C 1.6260 -6.0197 -4.2605
C 0.8970 -5.1121 -3.5058
C 1.4467 -3.9217 -3.0531
C 0.5994 -2.9836 -2.2272
O 1.1124 -1.6908 -2.1797
N 0.4769 -3.5418 -0.8745
N -0.3980 -2.9855 -0.0605
C -0.6973 -3.5494 1.0488
C -1.6220 -2.9202 1.9843
Br -1.9482 -1.0631 1.7258
C -2.1851 -3.4840 3.0591
C -2.0876 -4.8989 3.4581
C -1.9790 -5.2013 4.8168
C -1.8782 -6.5120 5.2510
C -1.8988 -7.5531 4.3328
C -2.0401 -7.2687 2.9828
C -2.1414 -5.9560 2.5486
H 2.0962 -1.7857 -2.4539
H 4.5371 -4.2621 -4.3961
H 3.5404 -6.3814 -5.1672
H 1.1789 -6.9421 -4.6066
H -0.1407 -5.3298 -3.2619
H -0.4182 -2.9251 -2.6409
H 0.8300 -4.4744 -0.6973
H -0.2515 -4.4989 1.3473
H -2.7323 -2.8414 3.7375
H -1.9617 -4.3915 5.5362
H -1.7811 -6.7215 6.3085
H -1.8187 -8.5785 4.6691
H -2.0801 -8.0737 2.2600
H -2.2907 -5.7496 1.4977
C 4.6621 0.4738 -2.4283
N 3.3843 1.1430 -2.6405
C 2.8719 1.2317 -3.8997
C 1.6530 1.7356 -4.1446
C 0.8405 2.1660 -3.0116
O -0.3342 2.5429 -3.1536
N 1.4163 2.1425 -1.7747
C 2.6191 1.5685 -1.5517
O 3.0405 1.3604 -0.4011
H 5.4011 0.8951 -3.1126
H 4.5636 -0.5996 -2.5950
H 4.9669 0.6641 -1.4042
H 3.5104 0.8395 -4.6821
H 1.2431 1.7592 -5.1428
C -2.0583 2.7163 0.1449
As -1.2421 3.3485 1.7871
C 0.6908 3.3231 1.6862
C -1.8043 5.1749 2.0088
S -1.9164 2.2168 3.4249
H -2.8841 3.3974 -0.0619
H -2.4607 1.7240 0.3448
H -1.3900 2.7213 -0.7172
H 1.0333 4.3108 1.9942
H 1.0749 3.1169 0.6869
H 1.0278 2.5743 2.4010
H -1.4689 5.7996 1.1872
H -1.3966 5.5104 2.9618
H -2.8914 5.1541 2.0802
C 0.9212 5.3313 -3.2068
C 0.3282 5.3065 -1.8779
N -0.1229 5.2560 -0.8251
H 1.1159 6.3590 -3.5103
H 0.2391 4.8423 -3.8998
H 1.8534 4.7687 -3.1858
```

Its energy relative to the best compared isomer or geometry (same formula, charge and spin) is 52.1 kJ/mol. Its net charge is -1. The calculation puts the lowest unoccupied orbital energy at 0.08183 Eh.


No. 3
Here is a molecular structure, C26H31BrCuN5O5 from the Open Molecules 2025 dataset. Energies are from ωB97M-V with the def2-TZVPD basis set.

Geometry as XYZ:
```
69
Properties=species:S:1:pos:R:3
Cu 1.2598 0.7549 0.6866
N 0.3313 -0.6236 -0.7812
C 0.8668 -1.6097 -1.7314
C -0.1692 -2.7032 -2.0179
C -0.7155 -3.4515 -0.8013
C 0.3360 -4.2884 -0.0669
N 1.1256 -5.0867 -0.9852
C 0.7835 -6.2767 -1.3003
N 1.5744 -7.0208 -2.1458
N -0.3496 -6.9144 -0.8525
C 2.2999 -2.0953 -1.4245
O 2.6208 -3.3057 -1.8814
O 3.1157 -1.3660 -0.9279
H -0.1637 -1.0758 -0.0145
H -0.3733 -0.0686 -1.2519
H 1.0332 -1.1016 -2.6861
H 0.2423 -3.4148 -2.7376
H -1.0120 -2.2140 -2.5106
H -1.5136 -4.1136 -1.1473
H -1.1662 -2.7503 -0.0920
H -0.1597 -4.8977 0.6977
H 1.0225 -3.6279 0.4662
H 1.9429 -4.0055 -1.5856
H 2.2965 -6.5059 -2.6192
H 1.1465 -7.7574 -2.6787
H -0.7895 -6.5196 -0.0379
H -0.3438 -7.9197 -0.8695
C 5.4247 1.3471 2.9488
C 4.4020 0.6822 3.6021
C 3.2104 0.4691 2.9276
N 3.0011 0.8780 1.6753
C 4.0008 1.5050 1.0435
C 5.2207 1.7625 1.6421
H 6.3678 1.5355 3.4475
H 4.5195 0.3350 4.6201
H 2.3852 -0.0446 3.4064
H 3.8073 1.8038 0.0215
H 5.9944 2.2815 1.0916
Br -3.5861 -0.1324 3.8776
C -3.9558 0.9095 2.3359
C -5.2181 1.4772 2.2300
C -5.5237 2.2758 1.1379
C -4.5596 2.5266 0.1721
C -3.2963 1.9689 0.2997
C -2.9775 1.1363 1.3731
C -1.6014 0.4858 1.3749
O -1.5396 -0.7491 1.4770
O -0.6312 1.2974 1.2232
H -5.9541 1.2922 3.0025
H -6.5150 2.7045 1.0488
H -4.7873 3.1598 -0.6789
H -2.5272 2.1736 -0.4365
C -0.1288 4.5040 1.7978
C 0.4411 3.7478 0.6330
O 1.4560 3.0976 0.7602
C -0.2888 3.7856 -0.6748
C -1.3845 4.6150 -0.8804
C -2.0619 4.6013 -2.0926
C -1.6493 3.7549 -3.1103
C -0.5473 2.9275 -2.9170
C 0.1278 2.9460 -1.7091
H 0.4433 4.2592 2.6892
H -1.1752 4.2291 1.9481
H -0.0727 5.5814 1.6176
H -1.7234 5.2741 -0.0894
H -2.9179 5.2473 -2.2383
H -2.1823 3.7402 -4.0532
H -0.2173 2.2686 -3.7124
H 0.9786 2.2986 -1.5355
```

Its energy relative to the best compared isomer or geometry (same formula, charge and spin) is 160.0 kJ/mol. Its net charge is 0. The calculation puts the lowest unoccupied orbital energy at 0.01575 Eh.


No. 4
Here is a molecular structure, C26H31BrN3O4Re from the Open Molecules 2025 dataset. Energies are from ωB97M-V with the def2-TZVPD basis set.

Geometry as XYZ:
```
66
Properties=species:S:1:pos:R:3
Re 0.7596 -0.0524 0.2514
O 0.5206 -2.8717 3.2923
C 0.3002 -4.0198 2.7350
C 0.0121 -5.1379 3.5798
C -0.0795 -6.3782 3.0204
C 0.1061 -6.5332 1.6323
C 0.3482 -5.4156 0.7868
C 0.4119 -4.1578 1.3009
C 0.5512 -2.9307 0.4177
O 1.1917 -1.8562 1.0867
N -0.7954 -2.4760 0.0440
N -0.7049 -1.2084 -0.5557
C -1.5597 -0.8175 -1.4437
C -1.6419 0.5207 -1.9389
Br -0.4723 1.7883 -1.0609
C -2.4784 0.8739 -2.9464
C -2.8001 2.0998 -3.6198
C -2.5127 3.3917 -3.1414
C -2.8612 4.4961 -3.8875
C -3.4902 4.3369 -5.1221
C -3.7984 3.0718 -5.6016
C -3.4692 1.9612 -4.8487
H 0.8807 -2.2600 2.5726
H -0.0786 -4.9662 4.6441
H -0.2704 -7.2484 3.6333
H 0.0583 -7.5226 1.1971
H 0.4663 -5.5841 -0.2771
H 1.1342 -3.2333 -0.4569
H -1.3185 -3.1292 -0.5323
H -2.2839 -1.5290 -1.8349
H -3.0005 0.0064 -3.3476
H -2.0735 3.5485 -2.1671
H -2.6596 5.4887 -3.5099
H -3.7553 5.2109 -5.7020
H -4.3033 2.9549 -6.5500
H -3.7216 0.9724 -5.2112
C 2.3140 2.5874 1.2679
O 2.4198 1.2090 0.8100
C 3.5968 0.9541 -0.0028
C 3.0987 0.7843 -1.4102
O 2.1086 -0.2950 -1.4223
C 2.7085 -1.5849 -1.7387
H 2.1772 3.2451 0.4081
H 3.2252 2.8427 1.8042
H 1.4675 2.6389 1.9440
H 4.0849 0.0640 0.3948
H 4.2842 1.7961 0.0708
H 3.8896 0.5521 -2.1215
H 2.5719 1.6756 -1.7501
H 3.4171 -1.4394 -2.5499
H 1.9022 -2.2185 -2.0906
H 3.1983 -2.0061 -0.8625
N -0.4667 0.3122 1.9741
C 0.1838 0.8316 3.1999
C -0.4779 1.8232 3.9064
C 0.1103 2.3481 5.0488
C 1.3423 1.8697 5.4747
C 1.9878 0.8716 4.7586
C 1.4128 0.3448 3.6080
H -0.9886 -0.5385 2.2020
H -1.1879 0.9918 1.7311
H -1.4462 2.1871 3.5804
H -0.3980 3.1234 5.6049
H 1.7972 2.2730 6.3688
H 2.9463 0.4993 5.0942
H 1.9413 -0.4144 3.0460
```

Its energy relative to the best compared isomer or geometry (same formula, charge and spin) is 0.0 kJ/mol. As for the spin multiplicity: 4. Its net charge is +3. The calculation puts the lowest unoccupied orbital energy (spin up / spin down) at -0.31876 / -0.41087 Eh.


No. 5
Here is a molecular structure, C26H31FeN2O5PS from the Open Molecules 2025 dataset. Energies are from ωB97M-V with the def2-TZVPD basis set.

Geometry as XYZ:
```
67
Properties=species:S:1:pos:R:3
Fe -0.4837 0.6215 -0.9595
O -2.2059 0.0697 -1.4358
C -3.1410 1.1463 -1.0836
C -2.5417 2.0190 0.0107
N -1.1729 2.3616 -0.3821
C -0.2984 2.8462 0.6835
C 1.1373 2.4576 0.2810
O 2.0811 3.0616 0.7554
O 1.2048 1.4374 -0.5062
C -1.0690 3.3126 -1.5266
C -1.1716 2.5834 -2.8788
O -1.5589 3.1488 -3.8786
O -0.7925 1.3429 -2.7811
H -1.9522 0.2892 -2.3716
H -4.0750 0.7098 -0.7272
H -3.3596 1.7144 -1.9878
H -2.4679 1.4187 0.9195
H -3.1720 2.8897 0.2226
H -0.5427 2.3349 1.6162
H -0.3929 3.9205 0.8547
H -0.0759 3.7629 -1.4918
H -1.8010 4.1206 -1.4639
N 0.4692 -0.9223 -1.8669
C 0.2228 -2.2368 -1.3399
C 0.3926 -3.3722 -2.1187
C 0.1287 -4.6163 -1.5661
C -0.2924 -4.7272 -0.2513
C -0.4601 -3.5890 0.5205
C -0.2060 -2.3325 -0.0160
P -0.4274 -0.7459 0.8611
C -1.7978 -1.1292 2.0179
C -3.1047 -1.1170 1.5254
C -4.1752 -1.4413 2.3441
C -3.9537 -1.7814 3.6717
C -2.6599 -1.8048 4.1702
C -1.5877 -1.4862 3.3480
C 1.0523 -0.6305 1.9362
C 1.1130 0.3519 2.9243
C 2.2640 0.5413 3.6671
C 3.3789 -0.2531 3.4322
C 3.3284 -1.2383 2.4599
C 2.1698 -1.4272 1.7179
H 1.4406 -0.6227 -1.7456
H 0.2950 -0.8394 -2.8644
H 0.7239 -3.2815 -3.1451
H 0.2520 -5.5067 -2.1695
H -0.4995 -5.7025 0.1692
H -0.8073 -3.6736 1.5441
H -3.2762 -0.8823 0.4824
H -5.1822 -1.4347 1.9471
H -4.7877 -2.0320 4.3145
H -2.4814 -2.0750 5.2029
H -0.5805 -1.5082 3.7474
H 0.2517 0.9788 3.1242
H 2.2981 1.3200 4.4168
H 4.2851 -0.0998 4.0036
H 4.1935 -1.8611 2.2720
H 2.1476 -2.2005 0.9590
C 3.4787 1.5330 -4.8070
S 2.5563 1.6157 -3.2574
C 3.9688 1.9676 -2.1885
H 3.9881 2.4783 -4.9949
H 2.7737 1.3541 -5.6184
H 4.2106 0.7250 -4.7920
H 4.7025 1.1623 -2.2357
H 3.6079 2.0731 -1.1685
H 4.4376 2.9008 -2.5025
```

Its energy relative to the best compared isomer or geometry (same formula, charge and spin) is 55.7 kJ/mol. Its net charge is 0. The calculation puts the lowest unoccupied orbital energy at 0.01638 Eh.


No. 6
Here is a molecular structure, C26H31IrN5O2 from the Open Molecules 2025 dataset. Energies are from ωB97M-V with the def2-TZVPD basis set.

Geometry as XYZ:
```
65
Properties=species:S:1:pos:R:3
Ir -0.9830 -0.3774 -0.7630
C 0.4201 -5.8226 4.0132
C 0.5829 -4.7116 3.0958
C 1.6722 -3.8071 3.2265
C 1.7528 -2.6471 2.5086
C 2.9452 -1.8230 2.7479
N 3.0870 -0.5113 2.8719
C 2.1413 0.6385 3.0780
C 2.7418 2.0333 2.7056
C 3.3926 2.3228 1.3349
N 2.4812 2.3789 0.2316
C 2.2829 3.3812 -0.5553
C 1.3288 3.2877 -1.7058
C 1.2045 4.3859 -2.5065
C 0.3326 4.3299 -3.6240
C 0.2399 5.4076 -4.6406
C -0.3911 3.1406 -3.8662
C -0.3246 1.9883 -3.0938
C -1.2342 0.8994 -3.5124
N -1.7486 0.0399 -2.7102
C -2.8062 -0.8219 -3.2527
C -3.3389 -1.7388 -2.1815
C -2.3812 -2.8442 -1.8066
N -1.3959 -2.5141 -0.7888
C -1.0528 -3.4173 0.0176
C -0.2026 -3.4454 1.2056
C -0.2853 -4.5655 2.0307
C 0.7005 -2.3576 1.4748
O 0.6712 -1.2471 0.9216
C 0.5611 1.9752 -1.9297
O 0.7330 0.9958 -1.1626
H -0.2517 -5.6771 4.7989
H 1.2069 -6.1507 4.6664
H -0.0025 -6.7298 3.4874
H 2.4248 -4.0826 3.9241
H 3.8337 -2.3911 2.8558
H 4.0469 -0.2023 3.0956
H 1.9577 0.6010 4.1824
H 1.2023 0.4666 2.5553
H 3.5076 2.2939 3.4831
H 1.9510 2.7998 2.8060
H 4.2075 1.6532 1.1237
H 3.8606 3.2866 1.3827
H 2.0673 1.4490 0.0548
H 2.8006 4.3204 -0.4001
H 1.7597 5.3043 -2.2684
H 0.1544 6.3917 -4.1976
H -0.6879 5.3007 -5.2293
H 1.0872 5.4827 -5.3360
H -0.9948 3.1454 -4.8139
H -1.5701 0.9655 -4.5609
H -2.5066 -1.3375 -4.1614
H -3.5969 -0.1614 -3.4825
H -4.2114 -2.2770 -2.5732
H -3.7265 -1.2386 -1.3595
H -1.7858 -3.2367 -2.6804
H -2.9523 -3.7522 -1.5240
H -1.4490 -4.4175 -0.1895
H -0.9564 -5.3859 1.8556
C -4.4935 1.6805 1.7515
C -3.3144 1.2834 0.9876
N -2.3638 0.8821 0.4648
H -4.9060 2.6783 1.4842
H -4.2316 1.6818 2.7797
H -5.1939 0.8204 1.6726
```

As for the spin multiplicity: 6. Its net charge is +4. The calculation puts the lowest unoccupied orbital energy (spin up / spin down) at -0.42832 / -0.51060 Eh.